[1]
The following is a DFT calculation (ωB97M-V with the def2-TZVPD basis set) of a structure of composition C44H62BN9O3PSSc.

orbital gap = 5.94 eV
energy relative to the best compared isomer or geometry (same formula, charge and spin) = 40.8 kcal/mol
charge = 0
total energy = -3957.69936 a.u.

Geometry (Å):
Sc (-0.1616, 0.4413, -0.2472)
C (5.7468, -0.5474, -1.6469)
N (4.6085, -0.1834, -0.8103)
C (4.6136, -0.1443, 0.5616)
C (3.3798, 0.2944, 0.9349)
N (2.6159, 0.5291, -0.1826)
C (3.3818, 0.2403, -1.2151)
P (2.9237, 0.5832, -2.9347)
C (2.0873, 2.1408, -2.5445)
N (1.0031, 2.2546, -1.8071)
C (0.7759, 3.6044, -1.6637)
C (1.7361, 4.2985, -2.3344)
N (2.5664, 3.3625, -2.9000)
C (3.7623, 3.6608, -3.6781)
C (1.4740, -0.4669, -3.1622)
N (0.3486, -0.4189, -2.4799)
C (-0.5327, -1.2631, -3.1016)
C (0.0768, -1.8295, -4.1784)
N (1.3526, -1.3216, -4.2135)
C (2.3754, -1.6649, -5.1966)
H (6.4647, -1.0794, -1.0292)
H (5.4298, -1.2060, -2.4512)
H (6.2249, 0.3324, -2.0729)
H (5.4790, -0.4367, 1.1341)
H (2.9918, 0.4731, 1.9222)
H (-0.0715, 3.9684, -1.1078)
H (1.9007, 5.3549, -2.4684)
H (3.7709, 4.7275, -3.8840)
H (4.6662, 3.4043, -3.1283)
H (3.7508, 3.1213, -4.6217)
H (-1.5341, -1.4158, -2.7318)
H (-0.2707, -2.5481, -4.9019)
H (1.9412, -2.3672, -5.9020)
H (2.7072, -0.7810, -5.7357)
H (3.2308, -2.1360, -4.7172)
C (-5.0724, -0.4355, -1.2916)
C (-4.1569, -1.5386, -0.8181)
C (-4.6527, -2.8299, -0.6177)
C (-3.7882, -3.8334, -0.2050)
C (-4.2965, -5.2394, 0.0149)
C (-2.4349, -3.5720, -0.0099)
C (-1.8715, -2.2821, -0.2122)
C (-2.8130, -1.2934, -0.5941)
N (-0.5599, -1.9149, -0.1053)
C (0.4117, -2.9502, 0.2259)
C (1.7763, -2.2853, 0.3059)
C (2.9089, -3.2603, 0.6462)
C (2.6354, -3.9165, 2.0021)
C (1.2758, -4.6179, 1.9455)
C (1.2999, -5.6954, 0.8503)
C (1.6259, -5.0567, -0.5099)
C (2.9813, -4.3484, -0.4283)
C (0.5454, -4.0303, -0.8710)
C (0.1910, -3.5832, 1.6242)
H (-5.9687, -0.8550, -1.7521)
H (-4.5795, 0.2048, -2.0226)
H (-5.3928, 0.2043, -0.4656)
H (-5.7021, -3.0450, -0.7931)
H (-5.3842, -5.2863, -0.0546)
H (-4.0051, -5.6153, 0.9988)
H (-3.8860, -5.9284, -0.7274)
H (-1.8271, -4.4059, 0.2990)
H (-2.4619, -0.2806, -0.7349)
H (1.7236, -1.5018, 1.0668)
H (1.9749, -1.8122, -0.6590)
H (3.8525, -2.7131, 0.6869)
H (2.6316, -3.1592, 2.7946)
H (3.4282, -4.6353, 2.2378)
H (1.0621, -5.0820, 2.9122)
H (0.3267, -6.1967, 0.8003)
H (2.0461, -6.4590, 1.0952)
H (1.6606, -5.8315, -1.2802)
H (3.2324, -3.9105, -1.4030)
H (3.7707, -5.0653, -0.1768)
H (-0.3984, -4.5359, -1.0660)
H (0.8162, -3.5118, -1.8016)
H (0.2229, -2.7644, 2.3519)
H (-0.7921, -4.0393, 1.7159)
C (-0.9105, -0.6380, 4.1797)
C (-1.5126, -0.1526, 2.8882)
C (-2.9015, 0.3789, 2.8200)
O (-0.8167, -0.2448, 1.8901)
H (-1.5628, -0.4876, 5.0374)
H (0.0375, -0.1177, 4.3328)
H (-0.6836, -1.7015, 4.0759)
H (-3.3357, 0.5374, 3.8063)
H (-3.5055, -0.3469, 2.2618)
H (-2.9106, 1.2903, 2.2171)
C (-6.4457, 3.8635, -2.2982)
C (-5.4472, 3.3684, -1.2935)
C (-5.7274, 3.3179, 0.0658)
C (-4.7340, 2.7985, 0.8686)
N (-3.5655, 2.3751, 0.4013)
C (-3.3706, 2.4659, -0.9227)
S (-1.8280, 2.0081, -1.6172)
N (-4.2825, 2.9533, -1.7842)
H (-7.2870, 4.3692, -1.8267)
H (-6.8288, 3.0177, -2.8731)
H (-5.9585, 4.5408, -2.9997)
H (-6.6699, 3.6608, 0.4711)
H (-4.8804, 2.7121, 1.9442)
C (2.2476, 3.5220, 4.0020)
C (1.7046, 3.5975, 2.5906)
C (2.6791, 4.3461, 1.6935)
O (1.5993, 2.2529, 2.0636)
B (0.4605, 2.1677, 1.2656)
O (-0.3178, 3.3065, 1.4285)
C (0.2415, 4.1197, 2.4863)
C (0.1219, 5.5747, 2.0842)
C (-0.5879, 3.8466, 3.7311)
H (3.2799, 3.1659, 3.9786)
H (1.6651, 2.8367, 4.6167)
H (2.2422, 4.5073, 4.4781)
H (3.6356, 3.8187, 1.7049)
H (2.8428, 5.3711, 2.0345)
H (2.3215, 4.3703, 0.6618)
H (0.5450, 5.7446, 1.0945)
H (0.6335, 6.2249, 2.8008)
H (-0.9309, 5.8607, 2.0557)
H (-0.5352, 2.7904, 4.0096)
H (-1.6296, 4.0869, 3.5115)
H (-0.2628, 4.4472, 4.5845)

Forces on atoms 1 to 2 (eV/Å):
Sc 0.2 -0.4 -0.5
C -0.2 0.0 0.1



[2]
The following is a DFT calculation (ωB97M-V with the def2-TZVPD basis set) of a structure of composition C18H36FHfO18 in a non-equilibrium geometry.

orbital gap = 5.38 eV
energy relative to the best compared isomer or geometry (same formula, charge and spin) = 41.1 kcal/mol
charge = +3
total energy = -2208.71797 a.u.

Geometry (Å):
Hf (0.9464, 0.1611, -2.0788)
F (-0.5764, -0.0241, -0.4175)
C (-1.2441, 2.9793, 0.7612)
O (-0.7314, 3.9625, -0.1341)
C (-0.0516, 3.5528, -1.1976)
O (0.2360, 2.3861, -1.4773)
O (0.3414, 4.5081, -1.9769)
C (-0.1003, 5.8670, -1.8694)
H (-1.5517, 2.0675, 0.2458)
H (-1.8772, 3.3974, 1.5353)
H (-0.3541, 2.5351, 1.2210)
H (0.7822, 6.5012, -1.9484)
H (-0.4624, 6.0946, -0.8692)
H (-0.8041, 6.2027, -2.6271)
C (0.9340, -2.3038, 1.4471)
O (2.2598, -2.6383, 1.0534)
C (2.6136, -2.3397, -0.1579)
O (1.9980, -1.5743, -0.9157)
O (3.7954, -2.8853, -0.5019)
C (4.6405, -3.6028, 0.4068)
H (0.9241, -1.2406, 1.6907)
H (0.7310, -2.7460, 2.4203)
H (0.1771, -2.5697, 0.7142)
H (4.3385, -4.6485, 0.4635)
H (4.7213, -3.1019, 1.3692)
H (5.6589, -3.7103, 0.0338)
C (-1.7777, -0.0263, 2.8568)
O (-0.8826, -0.9719, 3.4325)
C (-0.5078, -0.7850, 4.7277)
O (-0.9372, 0.1227, 5.3732)
O (0.3788, -1.7206, 5.0505)
C (0.9136, -1.7015, 6.3882)
H (-2.4575, 0.4377, 3.5710)
H (-2.5217, -0.6165, 2.3168)
H (-1.2163, 0.6284, 2.1977)
H (1.3825, -0.7394, 6.5951)
H (1.6764, -2.4615, 6.5335)
H (0.0936, -1.8504, 7.0883)
C (-2.2517, -2.8209, -4.2980)
O (-2.2028, -3.1058, -2.8929)
C (-1.2267, -2.6898, -2.1313)
O (-0.5204, -1.7185, -2.4260)
O (-1.0755, -3.4813, -1.0847)
C (-1.8785, -4.6391, -0.8135)
H (-1.4261, -3.3117, -4.8161)
H (-2.2136, -1.7528, -4.5020)
H (-3.1202, -3.3017, -4.7416)
H (-2.9118, -4.4498, -0.5159)
H (-1.4684, -5.2880, -0.0439)
H (-2.0946, -5.3029, -1.6530)
C (-3.7694, 0.1703, -2.2930)
O (-3.3514, 1.2118, -3.1556)
C (-2.1034, 1.2702, -3.6450)
O (-1.1416, 0.6471, -3.1812)
O (-2.0423, 2.0328, -4.6979)
C (-3.0461, 3.0247, -4.9536)
H (-3.2325, 0.0324, -1.3559)
H (-3.7524, -0.7373, -2.9013)
H (-4.8341, 0.2919, -2.1017)
H (-2.6890, 3.7656, -5.6660)
H (-3.4369, 3.4709, -4.0439)
H (-3.8205, 2.5269, -5.5393)
C (4.5880, 1.5879, 0.2691)
O (3.6136, 1.7442, 1.3253)
C (2.3550, 1.2964, 1.1389)
O (1.9044, 0.9752, 0.0512)
O (1.6695, 1.2183, 2.2361)
C (2.2668, 1.3610, 3.5283)
H (5.5620, 1.2985, 0.6554)
H (4.7163, 2.5153, -0.2875)
H (4.2457, 0.8240, -0.4298)
H (1.4852, 1.7381, 4.1848)
H (3.0990, 2.0589, 3.5772)
H (2.6153, 0.3914, 3.8822)

Forces on atoms 1 to 2 (eV/Å):
Hf -7.6 -1.1 8.4
F 2.9 0.3 -3.2



[3]
The following is a DFT calculation (ωB97M-V with the def2-TZVPD basis set) of the molecule C6H9NO in a non-equilibrium geometry.

orbital gap = 9.67 eV
structure (SMILES) = [H]/N=C1\[C@H](C)C(=O)[C@@H]1C
energy relative to the best compared isomer or geometry (same formula, charge and spin) = 49.5 kcal/mol
charge = 0
total energy = -363.94532 a.u.

Geometry (Å):
H (1.5923, 2.2493, 1.0692)
N (0.5195, 2.0554, 0.9665)
C (0.1685, 0.9029, 0.8086)
C (1.0092, -0.4037, 0.5562)
C (1.8087, -0.6179, -0.7802)
C (-0.4210, -1.1157, 0.5248)
O (-0.7767, -2.2874, 0.5715)
C (-1.2010, 0.1753, 0.5485)
C (-1.9117, 0.3626, -0.7463)
H (1.4583, -0.8497, 1.4529)
H (1.4818, -1.4736, -1.4196)
H (2.8550, -0.6760, -0.5282)
H (1.5975, 0.3101, -1.3390)
H (-1.9069, 0.1310, 1.3479)
H (-2.8339, -0.2927, -0.6923)
H (-1.2706, 0.0561, -1.5164)
H (-2.1690, 1.4738, -0.8242)

Forces on atoms 1 to 2 (eV/Å):
H -2.5 -0.9 -0.4
N 2.2 3.9 1.0



[4]
The following is a DFT calculation (ωB97M-V with the def2-TZVPD basis set) of a cluster of 2 separate species, C46H44N2O in total in a non-equilibrium geometry.

orbital gap = 6.19 eV
energy relative to the best compared isomer or geometry (same formula, charge and spin) = 10.8 kcal/mol
charge = 0
total energy = -1963.93774 a.u.

Geometry (Å):
C (-5.0806, -1.0847, -1.5843)
C (-3.7111, -0.7536, -2.1117)
C (-3.2106, 0.5570, -2.0966)
C (-1.8708, 0.8353, -2.3897)
C (-1.3110, 2.2242, -2.2951)
C (-1.0336, -0.2389, -2.7337)
N (0.3456, 0.0265, -2.9706)
C (1.4331, -0.5419, -2.3949)
N (2.5556, 0.0596, -2.9281)
C (3.9127, -0.2544, -2.6783)
C (4.2704, -1.6169, -2.5484)
C (3.2509, -2.7051, -2.6183)
C (5.6234, -1.9692, -2.5208)
C (6.6368, -1.0045, -2.5363)
C (8.0728, -1.3820, -2.3387)
C (6.2646, 0.3230, -2.7593)
C (4.9322, 0.7281, -2.8243)
C (4.7437, 2.1953, -3.0963)
C (2.2147, 0.8415, -4.1093)
C (0.7192, 0.8304, -4.1576)
C (-1.5445, -1.5332, -2.9121)
C (-0.6779, -2.6217, -3.4575)
C (-2.8764, -1.7741, -2.5779)
H (-5.4018, -2.0595, -1.9790)
H (-5.0846, -1.1536, -0.4828)
H (-5.8106, -0.3158, -1.8762)
H (-3.8600, 1.3832, -1.8030)
H (-0.2289, 2.1704, -2.1464)
H (-1.5040, 2.8252, -3.1951)
H (-1.7200, 2.7678, -1.4392)
H (3.6511, -3.6176, -2.1501)
H (2.3131, -2.4252, -2.1093)
H (3.0328, -2.9635, -3.6693)
H (5.8831, -3.0286, -2.4942)
H (8.6938, -0.4931, -2.1864)
H (8.1834, -2.0330, -1.4644)
H (8.4486, -1.9252, -3.2122)
H (7.0371, 1.0824, -2.8982)
H (5.4100, 2.8037, -2.4604)
H (5.0599, 2.4141, -4.1299)
H (3.7437, 2.5872, -2.9197)
H (2.6096, 1.8455, -4.0268)
H (2.6218, 0.3827, -5.0175)
H (0.3807, 0.3299, -5.0704)
H (0.2701, 1.8123, -4.0848)
H (-1.1862, -3.5855, -3.3601)
H (-0.4195, -2.4817, -4.5213)
H (0.2639, -2.6640, -2.8976)
H (-3.2579, -2.7947, -2.6512)
C (0.5506, 5.9562, 1.2930)
C (-0.4667, 5.3109, 0.5771)
C (-0.9818, 4.0898, 1.0218)
C (-0.4405, 3.4582, 2.1694)
C (-0.7843, 2.0623, 2.5226)
C (-0.8158, 1.0676, 1.5758)
C (-1.1184, -0.2979, 1.8857)
C (-1.2348, -1.2424, 0.8099)
C (-2.2663, -2.2466, 0.8317)
C (-3.4670, -1.9945, 1.5806)
C (-4.3438, -3.0111, 1.9362)
C (-4.1811, -4.2901, 1.3954)
C (-3.1738, -4.5023, 0.4410)
C (-2.2361, -3.5080, 0.1556)
C (-1.4450, -0.6052, 3.2583)
C (-1.4460, 0.3385, 4.2537)
C (-1.8646, 0.0599, 5.6396)
C (-3.0286, -0.6816, 5.9592)
C (-3.3797, -0.9168, 7.2990)
C (-2.5932, -0.4198, 8.3494)
C (-1.4379, 0.3133, 8.0509)
C (-1.0942, 0.5319, 6.7197)
C (-0.8424, 1.6601, 3.9515)
O (-0.2608, 2.3208, 4.8339)
C (0.5380, 4.1557, 2.9017)
C (1.0353, 5.3849, 2.4726)
H (0.9492, 6.9078, 0.9421)
H (-0.8641, 5.7641, -0.3332)
H (-1.8164, 3.6184, 0.4889)
H (-0.6470, 1.3269, 0.5257)
H (-0.5038, -1.2105, -0.0002)
H (-3.6937, -0.9777, 1.9143)
H (-5.1843, -2.7997, 2.6082)
H (-4.8598, -5.0947, 1.6838)
H (-3.1476, -5.4577, -0.0877)
H (-1.4212, -3.7043, -0.5494)
H (-1.7123, -1.6313, 3.5225)
H (-3.6666, -1.0573, 5.1523)
H (-4.2800, -1.4940, 7.5257)
H (-2.8767, -0.5960, 9.3913)
H (-0.7971, 0.7092, 8.8433)
H (-0.2139, 1.1267, 6.4959)
H (0.9128, 3.7044, 3.8143)
H (1.8133, 5.8681, 3.0626)

Forces on atoms 1 to 2 (eV/Å):
C -0.3 0.0 -0.1
C 0.4 0.2 0.0



- total energy of number 4 (C46H44N2O)?
  -1963.93774 a.u.



- Among the records above, which one has the lowest energy relative to the best compared isomer or geometry (same formula, charge and spin)?
  C46H44N2O



- What is the charge in the fourth record?
  0



- energy relative to the best compared isomer or geometry (same formula, charge and spin) of number 3 (C6H9NO)?
  49.5 kcal/mol